This record from the Open Molecules 2025 dataset describes a single C5H4F3N3O2 molecule. The level of theory is the ωB97M-V functional and the def2-TZVPD basis.

Structure (XYZ):
```
17
Properties=species:S:1:pos:R:3:forces:R:3:mulliken_charge:R:1
C -1.767347 -1.776236 -0.167819 1.187 1.713 -0.381 -0.278
C -2.777018 -0.931157 0.158294 2.907 3.490 -0.682 0.113
C -1.489200 0.967786 -0.189239 -1.174 -4.736 0.516 -0.077
C 0.906562 0.501510 -0.686166 2.141 1.388 4.317 -0.932
C -1.648054 2.467865 0.051552 -0.123 0.699 -1.111 0.886
N -0.581246 -1.170806 -0.458220 0.295 -2.162 -0.228 -1.025
N -0.456492 0.152208 -0.451893 -3.164 1.599 1.095 0.763
N -4.128352 -0.830832 0.365732 -1.468 2.352 0.423 0.915
O -4.701546 -1.885823 0.390347 -0.590 -1.768 0.014 -0.580
O -4.693337 0.261863 0.537811 1.229 -1.064 -0.328 -0.556
F -2.210081 2.757177 1.225422 -0.220 -0.563 -0.715 -0.224
F -0.464295 3.144017 0.065611 -0.587 -0.614 -0.572 -0.245
F -2.446349 3.012074 -0.982089 1.494 -0.957 1.948 -0.251
H -1.661668 -2.886812 -0.242548 -0.756 1.193 0.244 0.457
H 1.103085 1.041536 -1.523391 -0.121 2.227 -2.245 0.362
H 1.460918 0.963660 0.270272 -1.746 -0.547 -2.065 0.273
H 1.463221 -0.352996 -0.826896 0.697 -2.249 -0.232 0.398
```
Forces are in eV/Å.

Values from the calculation:
2S+1 ... 1
Gap between HOMO and LUMO ... 7.98 eV
Total energy ... -806.9537 a.u.
Energy relative to the best compared isomer or geometry (same formula, charge and spin) ... 625.7 kJ/mol